Entry 1:
The following is a DFT calculation (ωB97M-V with the def2-TZVPD basis set) of a 2-piece molecular cluster, C4H12NP overall at a distorted geometry.

Structure (XYZ):
```
18
Properties=species:S:1:pos:R:3:nbo_charge:R:1
C -0.63 -1.37 -0.64 -0.623
C -1.76 0.43 0.53 -0.608
C 0.15 1.11 -0.89 -0.633
C -0.41 0.00 0.08 0.073
N 0.56 -0.09 1.15 -0.641
P 2.87 -0.34 0.03 0.227
H -1.37 -1.15 -1.50 0.205
H 0.29 -1.89 -0.79 0.219
H -1.26 -1.93 0.03 0.196
H -1.72 1.40 0.90 0.214
H -2.02 -0.18 1.38 0.211
H -2.34 0.32 -0.42 0.216
H 0.69 1.67 -0.11 0.229
H 0.89 0.90 -1.65 0.212
H -0.74 1.68 -1.32 0.207
H 0.51 -1.04 1.69 0.343
H 3.00 1.09 0.15 -0.023
H 3.28 -0.60 1.38 -0.025
```

Output
E_HOMO (alpha / beta)   -8.376 / -9.110 eV
2S+1   1
DFT total energy   -15117.765 eV
Kohn-Sham gap (alpha / beta)   7.8 / 8.3 eV
LUMO (alpha / beta)   -0.6 / -0.8 eV
ΔE to the lowest compared entry with this formula, charge and spin   390.6 kJ/mol

=====

Entry 2:
The following is a DFT calculation (ωB97M-V with the def2-TZVPD basis set) of one molecule with the formula C4H12NPS at a distorted geometry.

Structure (XYZ):
```
19
Properties=species:S:1:pos:R:3:nbo_charge:R:1
C 1.21 1.41 1.22 -0.636
C -1.12 -1.80 -1.07 -0.419
C -2.04 -0.17 0.39 -0.446
C 1.80 0.05 0.87 -0.499
N -0.73 -0.81 -0.12 -0.609
P 2.30 -0.51 -0.86 0.321
S 0.20 -1.08 1.26 0.321
H 0.32 1.64 0.77 0.216
H 1.91 2.21 0.89 0.202
H 0.94 1.54 2.23 0.219
H -0.19 -2.40 -1.08 0.212
H -1.95 -2.46 -0.70 0.183
H -1.22 -1.21 -1.91 0.208
H -2.00 0.29 1.35 0.214
H -2.34 0.80 -0.28 0.187
H -2.95 -0.80 0.43 0.192
H 2.49 -0.39 1.48 0.211
H 1.19 -0.06 -1.45 -0.027
H 2.97 0.58 -1.20 -0.051
```

Output
E_HOMO   -8.408 eV
2S+1   1
DFT total energy   -25953.527 eV
Kohn-Sham gap   9.3 eV
LUMO   0.9 eV
ΔE to the lowest compared entry with this formula, charge and spin   340.0 kJ/mol

=====

Entry 3:
The following is a DFT calculation (ωB97M-V with the def2-TZVPD basis set) of one molecule with the formula C4H12NPS at a distorted geometry.

Structure (XYZ):
```
19
Properties=species:S:1:pos:R:3:nbo_charge:R:1
C 0.08 0.12 1.88 -0.432
C 0.14 -1.95 0.64 -0.412
C 0.44 0.02 -2.16 -0.946
C -0.79 1.94 -0.16 -0.997
N 0.28 -0.48 0.57 -0.751
P -0.71 0.21 -0.68 1.480
S -2.52 -0.60 -0.99 -0.636
H 0.35 1.19 2.02 0.209
H -0.93 -0.01 2.19 0.186
H 0.80 -0.36 2.52 0.206
H 0.79 -2.20 1.48 0.199
H -0.90 -2.30 0.99 0.200
H 0.42 -2.31 -0.30 0.207
H 0.64 -1.08 -2.41 0.254
H -0.12 0.38 -2.94 0.233
H 1.34 0.64 -2.02 0.235
H -1.29 1.81 0.74 0.252
H 0.25 2.39 -0.25 0.247
H -1.37 2.62 -0.82 0.267
```

Output
E_HOMO   -8.359 eV
2S+1   1
DFT total energy   -25956.903 eV
Kohn-Sham gap   9.1 eV
LUMO   0.8 eV
ΔE to the lowest compared entry with this formula, charge and spin   14.2 kJ/mol

=====

Entry 4:
The following is a DFT calculation (ωB97M-V with the def2-TZVPD basis set) of a 2-piece molecular cluster, C4H12NS overall at a distorted geometry.

Structure (XYZ):
```
18
Properties=species:S:1:pos:R:3:nbo_charge:R:1
C 0.48 -0.81 -1.49 -0.764
C 0.69 1.36 0.78 -0.444
C -1.50 0.43 0.59 -0.422
C 0.50 -0.87 -0.04 0.048
N -0.07 0.11 0.91 -0.439
S 2.10 -1.24 0.65 0.055
H 0.85 -1.76 -1.91 0.286
H -0.55 -0.67 -1.87 0.256
H 1.28 -0.07 -1.91 0.256
H 0.03 2.17 1.06 0.240
H 1.56 1.51 1.42 0.256
H 1.09 1.28 -0.26 0.235
H -2.08 0.97 1.34 0.257
H -1.54 1.02 -0.37 0.241
H -1.99 -0.48 0.46 0.242
H -0.95 -2.24 0.78 0.052
H 0.10 -0.20 1.90 0.465
H 2.66 -2.08 -0.23 0.181
```

Output
E_HOMO (alpha / beta)   -13.749 / -12.857 eV
2S+1   1
DFT total energy   -16656.337 eV
Kohn-Sham gap (alpha / beta)   8.9 / 8.1 eV
LUMO (alpha / beta)   -4.8 / -4.7 eV
ΔE to the lowest compared entry with this formula, charge and spin   513.6 kJ/mol
Net charge   +1

=====

Entry 5:
The following is a DFT calculation (ωB97M-V with the def2-TZVPD basis set) of a 3-piece molecular cluster, C4H12NS overall at a distorted geometry.

Structure (XYZ):
```
18
Properties=species:S:1:pos:R:3:lowdin_spin:R:1
C -2.70 -1.00 -1.13 0.071
C -1.76 -0.17 -0.19 0.376
C -2.19 0.60 0.80 0.473
C 1.11 1.66 0.59 0.454
S 1.86 1.48 -1.01 -0.118
N 3.10 -1.70 0.67 -0.398
H -2.36 -1.24 -2.16 0.008
H -3.65 -0.48 -1.29 0.007
H -2.90 -1.94 -0.71 0.035
H -0.62 -0.27 -0.35 0.014
H -1.65 1.11 1.57 0.022
H -3.30 0.48 0.96 0.012
H 0.53 2.48 0.34 0.023
H 1.91 2.11 1.22 0.023
H 3.12 1.71 -0.56 0.006
H 2.54 -2.24 0.02 -0.007
H 2.87 -0.68 0.64 0.010
H 4.09 -1.90 0.57 -0.009
```

Output
E_HOMO (alpha / beta)   -16.529 / -19.338 eV
2S+1   2
DFT total energy   -16642.182 eV
Kohn-Sham gap (alpha / beta)   4.2 / 6.6 eV
LUMO (alpha / beta)   -12.3 / -12.7 eV
ΔE to the lowest compared entry with this formula, charge and spin   625.9 kJ/mol
Net charge   +2

=====

Entry 6:
The following is a DFT calculation (ωB97M-V with the def2-TZVPD basis set) of a 2-piece molecular cluster, C4H12NS2 overall at a distorted geometry.

Structure (XYZ):
```
19
Properties=species:S:1:pos:R:3:nbo_charge:R:1
C -0.53 1.14 0.55 -0.456
C -1.00 -1.21 0.61 -0.417
C 3.71 -0.05 -0.92 -0.712
C 1.14 -0.36 -0.08 0.027
N -0.05 -0.18 0.36 -0.283
S -3.91 0.48 -0.34 -0.300
S 2.21 0.90 -0.49 0.409
H 0.27 1.85 0.98 0.239
H -0.89 1.60 -0.35 0.248
H -1.24 1.14 1.34 0.243
H -0.55 -2.02 0.02 0.215
H -1.15 -1.64 1.66 0.247
H -1.89 -0.83 0.28 0.244
H 4.51 0.58 -0.79 0.249
H 3.62 -0.43 -2.04 0.256
H 3.73 -0.92 -0.26 0.237
H 1.48 -1.41 -0.08 0.241
H -5.04 -0.12 -0.68 0.175
H -4.41 1.46 0.24 0.139
```

Output
E_HOMO   -12.961 eV
2S+1   1
DFT total energy   -27495.340 eV
Kohn-Sham gap   8.8 eV
LUMO   -4.1 eV
ΔE to the lowest compared entry with this formula, charge and spin   158.5 kJ/mol
Net charge   +1

=====

Among the records above, which one has the highest 2S+1? number 5

=====

What is the formula in the third record? C4H12NPS